DFT (ωB97M-V with the def2-TZVPD basis set) results for a 3-piece molecular cluster, C12H22BrN4 overall at a distorted geometry.

Cartesian coordinates (Å):
1 C 3.392 -6.972 -13.318
2 C 4.595 -7.835 -13.749
3 N 3.968 -9.124 -14.210
4 C 3.041 -9.216 -15.244
5 C 2.977 -10.556 -15.679
6 N 3.755 -11.292 -14.782
7 C 4.433 -10.393 -13.912
8 C 3.881 -12.737 -14.955
9 H 3.031 -7.194 -12.314
10 H 2.488 -7.074 -13.918
11 H 3.576 -5.897 -13.314
12 H 5.358 -7.996 -12.987
13 H 5.046 -7.288 -14.578
14 H 2.662 -8.335 -15.741
15 H 2.438 -11.007 -16.499
16 H 5.125 -10.763 -13.170
17 H 3.078 -13.228 -14.406
18 H 4.784 -13.232 -14.597
19 H 3.777 -12.989 -16.011
20 C -0.859 -9.692 -16.541
21 C -0.896 -9.166 -15.082
22 N -0.126 -9.938 -14.160
23 C 0.109 -11.351 -14.227
24 C 0.915 -11.739 -13.177
25 N 1.235 -10.616 -12.402
26 C 0.603 -9.572 -13.051
27 C 1.967 -10.597 -11.224
28 H 0.138 -9.861 -16.949
29 H -1.482 -8.994 -17.100
30 H -1.436 -10.611 -16.634
31 H -1.939 -9.185 -14.767
32 H -0.638 -8.111 -15.167
33 H -0.258 -11.906 -15.078
34 H 1.297 -12.739 -13.035
35 H 0.445 -8.633 -12.542
36 H 2.767 -9.861 -11.306
37 H 2.394 -11.569 -10.978
38 H 1.353 -10.229 -10.402
39 Br 0.782 -13.290 -17.458

spin multiplicity	2
LUMO level (spin up / spin down)	-0.0147 / -0.0150	hartree

=====

DFT (ωB97M-V with the def2-TZVPD basis set) results for a 4-piece molecular cluster, C12H22Cl4N2 overall.

Cartesian coordinates (Å):
1 C -1.480 -2.916 -5.624
2 C -1.563 -2.850 -4.104
3 C -1.379 -1.423 -3.569
4 C -2.553 -0.584 -3.829
5 N -3.483 0.060 -4.023
6 H -1.761 -3.908 -5.975
7 H -0.460 -2.729 -5.971
8 H -2.116 -2.166 -6.097
9 H -0.776 -3.469 -3.670
10 H -2.531 -3.233 -3.780
11 H -0.515 -0.960 -4.048
12 H -1.219 -1.437 -2.491
13 C -3.185 0.462 3.660
14 C -1.921 0.239 2.837
15 C -0.656 0.189 3.675
16 C -0.689 -0.848 4.703
17 N -0.714 -1.657 5.516
18 H -4.073 0.284 3.055
19 H -3.214 1.475 4.061
20 H -3.235 -0.231 4.503
21 H -1.816 1.024 2.086
22 H -2.003 -0.681 2.251
23 H -0.473 1.143 4.180
24 H 0.223 0.025 3.046
25 Cl 3.154 2.915 -0.182
26 C 2.979 4.031 1.193
27 C 3.467 3.433 2.476
28 Cl 2.565 1.958 2.916
29 H 1.927 4.294 1.271
30 H 3.565 4.913 0.945
31 H 3.346 4.146 3.291
32 H 4.523 3.172 2.442
33 Cl 1.691 -2.056 -2.032
34 C 2.506 -0.750 -1.141
35 C 1.745 -0.355 0.087
36 Cl 0.155 0.353 -0.325
37 H 2.619 0.096 -1.815
38 H 3.494 -1.113 -0.860
39 H 2.310 0.386 0.643
40 H 1.544 -1.231 0.701

spin multiplicity	1
LUMO level	0.0135	hartree

=====

DFT (ωB97M-V with the def2-TZVPD basis set) results for C12H22ClI2N2P2Pd as an isolated structure at a distorted geometry.

Cartesian coordinates (Å):
1 I 2.904 1.762 -4.073
2 I 3.354 2.884 -1.876
3 Pd -0.118 -0.557 0.200
4 P 2.568 -0.725 -0.320
5 C 2.543 -2.231 0.664
6 C 3.123 -1.315 -1.940
7 H 3.966 -2.000 -1.779
8 H 4.941 -0.741 0.137
9 H 3.431 -0.488 -2.592
10 H 4.448 0.857 -0.523
11 H 2.000 -3.013 0.127
12 H 2.310 -1.859 -2.437
13 C 4.157 0.035 0.150
14 H 3.553 -2.513 0.924
15 H 4.116 0.450 1.164
16 H 1.998 -1.995 1.602
17 P -1.074 2.283 -1.247
18 C -2.714 1.953 -0.602
19 C -0.524 3.850 -0.580
20 H -0.252 2.935 -3.419
21 H -1.983 3.358 -3.155
22 H -1.505 1.672 -3.539
23 C -1.214 2.585 -3.008
24 H 0.398 4.169 -1.095
25 H -1.323 4.587 -0.752
26 H -3.421 2.591 -1.164
27 H -2.774 2.198 0.485
28 H -0.328 3.744 0.494
29 H -3.013 0.915 -0.747
30 Cl 0.703 1.260 -1.303
31 N -4.352 -4.313 4.510
32 C -3.733 -3.586 3.844
33 C -2.999 -2.769 2.990
34 C -2.690 -1.476 3.349
35 C -1.924 -0.547 2.594
36 N -1.533 -0.510 1.357
37 C -1.939 -2.441 0.816
38 C -2.544 -3.275 1.685
39 H -2.963 -1.112 4.370
40 H -1.564 0.289 3.208
41 H -1.252 -2.567 -0.065
42 H -2.776 -4.343 1.544

spin multiplicity	5
charge	+3
LUMO level (spin up / spin down)	-0.3888 / -0.4869	hartree

=====

DFT (ωB97M-V with the def2-TZVPD basis set) results for a 3-piece molecular cluster, C12H22F2NO8S3 overall at a distorted geometry.

Cartesian coordinates (Å):
1 C -3.281 -0.391 -0.949
2 C -3.974 -0.044 -2.254
3 F -4.109 -1.168 -3.082
4 C -5.281 0.738 -2.117
5 N -6.150 0.406 -0.946
6 C -7.178 1.606 -0.770
7 O -7.294 2.311 -1.769
8 O -7.674 1.664 0.330
9 S -7.007 -0.959 -1.177
10 O -6.129 -2.039 -1.489
11 O -7.978 -1.162 -0.160
12 F -7.821 -0.652 -2.495
13 H -2.765 0.508 -0.612
14 H -3.979 -0.713 -0.179
15 H -2.534 -1.165 -1.114
16 H -3.300 0.629 -2.800
17 H -5.831 0.655 -3.054
18 H -4.999 1.776 -1.965
19 C 1.727 0.729 2.226
20 C 1.487 -0.591 2.974
21 C 0.045 -1.029 2.697
22 S -0.378 -0.343 1.087
23 O -1.410 0.637 1.283
24 O -0.488 -1.416 0.134
25 C 1.170 0.520 0.817
26 H 2.779 0.992 2.198
27 H 1.186 1.538 2.723
28 H 2.179 -1.351 2.600
29 H 1.664 -0.486 4.044
30 H -0.065 -2.109 2.655
31 H -0.652 -0.614 3.422
32 H 0.985 1.446 0.279
33 H 1.808 -0.135 0.226
34 C 6.966 -0.152 -0.044
35 C 5.949 -1.251 -0.382
36 C 4.568 -0.753 0.064
37 S 4.632 1.046 -0.032
38 O 4.519 1.591 1.298
39 O 3.787 1.503 -1.102
40 C 6.348 1.155 -0.532
41 H 7.931 -0.334 -0.514
42 H 7.120 -0.109 1.036
43 H 5.946 -1.425 -1.460
44 H 6.197 -2.194 0.101
45 H 3.770 -1.109 -0.583
46 H 4.356 -1.020 1.098
47 H 6.792 2.044 -0.092
48 H 6.367 1.223 -1.620

spin multiplicity	1
charge	-1
LUMO level	0.0537	hartree

=====

DFT (ωB97M-V with the def2-TZVPD basis set) results for C12H22N3O5PTm as an isolated structure at a distorted geometry.

Cartesian coordinates (Å):
1 Tm 0.088 -2.276 -0.002
2 C 0.218 -1.599 2.400
3 O 0.222 -1.614 3.564
4 C 0.357 -4.044 1.862
5 O 0.465 -4.505 2.920
6 C 2.287 -2.431 0.816
7 O 3.376 -2.352 1.204
8 C -1.902 -2.508 1.260
9 O -2.838 -2.524 1.946
10 C -0.399 -4.796 -3.055
11 H -1.379 -4.386 -3.322
12 H 0.468 -4.354 -3.558
13 C -0.280 -5.867 -2.262
14 H 0.689 -6.344 -2.079
15 H -1.156 -6.375 -1.844
16 C 2.372 1.314 -1.329
17 N 1.138 2.013 -0.960
18 C 1.321 3.472 -0.998
19 P -0.012 1.287 -0.055
20 O 0.251 -0.214 -0.247
21 N 0.063 1.698 1.545
22 C -0.847 2.676 2.148
23 C 1.389 1.657 2.192
24 N -1.512 1.734 -0.547
25 C -1.744 2.067 -1.958
26 C -2.613 0.926 0.032
27 H 3.096 1.283 -0.496
28 H 2.828 1.867 -2.164
29 H 2.166 0.288 -1.649
30 H 0.384 4.014 -0.804
31 H 2.083 3.798 -0.262
32 H 1.686 3.731 -2.007
33 H -1.889 2.364 2.032
34 H -0.617 2.695 3.219
35 H -0.716 3.699 1.756
36 H 1.928 0.731 1.946
37 H 2.011 2.536 1.930
38 H 1.210 1.689 3.274
39 H -1.620 1.186 -2.602
40 H -2.776 2.419 -2.058
41 H -1.072 2.864 -2.288
42 H -2.715 -0.038 -0.506
43 H -2.458 0.727 1.106
44 H -3.551 1.492 -0.101

spin multiplicity	3
charge	+3
LUMO level (spin up / spin down)	-0.4786 / -0.4775	hartree

=====

DFT (ωB97M-V with the def2-TZVPD basis set) results for a 5-piece molecular cluster, C12H22O18S4 overall at a distorted geometry.

Cartesian coordinates (Å):
1 C -2.531 -2.356 -4.323
2 C -2.108 -3.422 -3.349
3 O -2.780 -4.585 -3.870
4 S -3.001 -4.562 -5.481
5 O -4.157 -5.247 -5.902
6 O -1.707 -5.040 -6.082
7 O -3.242 -2.923 -5.422
8 H -1.725 -1.876 -4.878
9 H -3.201 -1.635 -3.855
10 H -2.383 -3.184 -2.321
11 H -1.054 -3.695 -3.390
12 C -2.822 2.618 1.304
13 C -2.062 2.721 2.705
14 O -1.683 4.109 2.780
15 S -2.210 5.132 1.581
16 O -1.212 5.979 0.965
17 O -3.349 5.804 2.202
18 O -2.600 3.872 0.581
19 H -3.871 2.322 1.341
20 H -2.427 1.807 0.692
21 H -1.097 2.227 2.595
22 H -2.665 2.350 3.534
23 C 0.924 0.293 0.360
24 C 1.840 0.441 -0.891
25 O 1.133 0.113 -2.060
26 S -0.426 -0.405 -1.699
27 O -0.489 -1.891 -1.658
28 O -1.252 0.322 -2.676
29 O -0.301 0.443 -0.257
30 H 1.226 1.112 1.013
31 H 0.746 -0.623 0.924
32 H 2.631 -0.263 -0.632
33 H 2.310 1.387 -1.162
34 C 1.253 -6.489 -0.469
35 C 0.642 -5.858 -1.715
36 O 0.347 -4.563 -1.156
37 S -0.190 -4.485 0.439
38 O -1.633 -4.864 0.688
39 O 0.326 -3.246 1.055
40 O 0.830 -5.777 0.625
41 H 2.300 -6.200 -0.380
42 H 1.200 -7.571 -0.350
43 H -0.352 -6.188 -2.016
44 H 1.358 -5.952 -2.531
45 O 2.780 3.477 1.547
46 C 3.085 4.201 2.468
47 O 4.323 4.441 2.705
48 C 4.536 5.174 3.930
49 C 3.166 5.779 4.244
50 C 2.244 4.739 3.517
51 H 5.309 5.936 3.833
52 H 4.983 4.407 4.563
53 H 2.962 6.759 3.814
54 H 2.842 5.838 5.283
55 H 1.339 5.186 3.106
56 H 1.895 3.912 4.136

spin multiplicity	1
LUMO level	0.0012	hartree

=====

Per-record calculated total energy, Ha: -3263.33314; -2420.71311; -2444.75842; -2521.46879; -2436.40618; -3417.26070